Computed, not measured: C18H9Br5N2O2Pt as an isolated structure, with ωB97M-V with the def2-TZVPD basis set.

ORCA input file:
```
! RIJCOSX wB97M-V def2-TZVPD def2/J DEFGRID3
* xyz 2 1
Pt 0.02228 -0.43083 -0.13859
Br -5.30071 -1.26252 4.70098
C -4.12896 -0.72822 3.37219
C -4.47973 0.47644 2.55251
Br -6.06898 1.32898 2.90278
C -3.66839 0.95757 1.55702
Br -4.05647 2.44494 0.50144
C -2.45327 0.27455 1.29187
O -1.66144 0.63592 0.39958
C -2.06580 -0.96289 2.12834
O -0.99929 -1.48688 1.86585
C -2.98106 -1.41811 3.16083
Br -2.44716 -2.91533 4.11609
Br 6.09931 -1.30655 3.36207
C 4.72218 -1.37543 2.10073
C 3.59736 -0.57392 2.26639
C 2.58343 -0.64730 1.33174
C 2.68797 -1.51032 0.24501
C 3.82112 -2.29765 0.06894
C 4.83651 -2.22662 1.00231
N 1.58391 -1.51492 -0.64529
C 1.44538 -2.23112 -1.70456
C 0.23882 -1.97479 -2.47716
C -0.08094 -2.58121 -3.67434
C -1.25096 -2.20175 -4.32483
C -2.05263 -1.22549 -3.76163
C -1.68333 -0.64803 -2.55648
N -0.56863 -1.02260 -1.93062
H 3.52578 0.09827 3.10915
H 1.71362 0.00745 1.46683
H 3.93744 -2.95663 -0.78011
H 5.72530 -2.82930 0.88081
H 2.18911 -2.94839 -2.02641
H 0.57765 -3.32984 -4.09212
H -1.52489 -2.66168 -5.26437
H -2.96016 -0.89469 -4.24572
H -2.26588 0.13347 -2.08773
*
```

The calculation puts the energy relative to the best compared isomer or geometry (same formula, charge and spin) at 0.00 kcal/mol. As for the LUMO energy: -8.80 eV. As for the gap between HOMO and LUMO: 5.40 eV.

Löwdin population analysis, charges in e, atoms 1 to 4: atom 1 (Pt): 1.250, atom 2 (Br): 0.895, atom 3 (C): -0.712, atom 4 (C): -0.682